No. 1
BaCoH12O7 | ωB97M-V/def2-TZVPD

```
! wB97M-V def2-TZVPD RIJCOSX def2/J DEFGRID3
* xyz 1 5
Ba -0.812 2.968 1.735
Co 1.871 1.404 -0.172
O 1.806 2.576 1.456
H 1.769 2.702 2.424
O -0.027 0.807 0.104
H -0.958 0.712 -0.178
O -0.427 -1.691 1.537
H -0.113 -0.869 1.161
H -1.018 -2.048 0.874
O 1.853 0.148 -1.975
H 0.962 -0.150 -2.157
H 2.413 -0.457 -2.460
O 2.500 -0.216 0.838
H 2.417 -0.546 1.733
H 2.379 -0.989 0.286
O -3.612 -0.862 0.230
H -3.235 -0.615 -0.614
H -4.083 -1.676 0.053
O -1.448 -0.712 -1.545
H -1.109 -0.436 -2.397
H -1.127 -0.051 -0.933
*
```

Results
Energy above the lowest of the compared OMol25 structures with the same formula, charge and spin = 37.7 kcal/mol
Highest occupied orbital energy (alpha / beta) = -7.77 / -13.73 eV
HOMO-LUMO gap (alpha / beta) = 4.072 / 9.697 eV
DFT total energy = -1941.838794 hartree

natural (NBO) atomic charge list, values in e, 5 entries: atom 1 (Ba): 1.092, atom 2 (Co): 1.591, atom 3 (O): -1.345, atom 4 (H): 0.474, atom 5 (O): -1.296

---

No. 2
C20H22FNO3P | ωB97M-V/def2-TZVPD

```
! wB97M-V def2-TZVPD RIJCOSX def2/J DEFGRID3
* xyz 1 1
C 5.427 1.150 -2.919
C 4.108 1.367 -3.720
F 4.082 2.679 -4.150
C 2.861 1.123 -2.806
C 1.795 2.283 -2.704
N 0.867 1.625 -1.723
C 0.526 0.335 -2.449
C 1.848 -0.042 -3.229
P 2.665 -1.656 -2.749
O 1.844 -2.363 -1.680
H 5.282 0.495 -2.035
H 5.763 2.129 -2.530
H 6.187 0.669 -3.564
H 4.020 0.691 -4.591
H 3.221 1.046 -1.754
H 2.141 3.300 -2.468
H 1.311 2.207 -3.699
H 0.077 2.217 -1.462
H 1.334 1.253 -0.888
H -0.296 0.677 -3.115
H 0.088 -0.460 -1.809
H 1.633 -0.113 -4.316
H 3.984 -1.374 -2.303
H 2.803 -2.411 -3.959
C -1.837 -2.149 -0.585
C -0.587 -2.208 0.029
C -0.440 -1.783 1.343
C -1.538 -1.287 2.042
C -2.784 -1.207 1.418
C -2.933 -1.650 0.106
C -3.953 -0.637 2.134
O -5.037 -0.571 1.589
C -3.768 -0.142 3.519
C -4.840 0.447 4.185
C -4.681 0.902 5.486
C -3.455 0.763 6.131
C -2.383 0.182 5.471
C -2.533 -0.264 4.160
C -1.371 -0.851 3.452
O -0.297 -0.970 4.010
H -1.955 -2.491 -1.608
H 0.272 -2.585 -0.518
H 0.530 -1.834 1.821
H -3.901 -1.602 -0.376
H -5.795 0.554 3.689
H -5.515 1.364 6.001
H -3.336 1.112 7.149
H -1.430 0.079 5.973
*
```

Results
Highest occupied orbital energy = -11.59 eV
HOMO-LUMO gap = 8.288 eV
DFT total energy = -1496.762697 hartree

natural (NBO) atomic charge list, values in e, 5 entries: atom 1 (C): -0.656, atom 2 (C): 0.209, atom 3 (F): -0.350, atom 4 (C): -0.239, atom 5 (C): -0.227

---

No. 3
H6OSi2 | ωB97M-V/def2-TZVPD

```
! wB97M-V def2-TZVPD RIJCOSX def2/J DEFGRID3
* xyz 0 3
O -0.569 -0.191 1.358
Si -0.139 0.188 -2.152
Si 0.145 -0.233 2.681
H -0.500 0.314 -3.569
H 1.044 -0.670 -2.070
H -1.250 -0.408 -1.432
H 1.380 -0.961 2.942
H 0.194 1.514 -1.647
H -0.305 0.447 3.889
*
```

Results
Energy above the lowest of the compared OMol25 structures with the same formula, charge and spin = 41.5 kcal/mol
Highest occupied orbital energy (alpha / beta) = -6.40 / -11.95 eV
HOMO-LUMO gap (alpha / beta) = 7.032 / 7.795 eV
DFT total energy = -657.598806 hartree

natural (NBO) atomic charge list, values in e, 5 entries: atom 1 (O): -0.600, atom 2 (Si): 0.622, atom 3 (Si): 0.818, atom 4 (H): -0.159, atom 5 (H): -0.159

---

No. 4
C12H37NO6 | ωB97M-V/def2-TZVPD

```
! wB97M-V def2-TZVPD RIJCOSX def2/J DEFGRID3
* xyz -1 2
C -2.587 -1.430 -1.855
C -3.457 -2.556 -2.326
O -3.392 -2.652 -3.784
H -2.708 -0.525 -2.451
H -1.591 -1.868 -1.905
H -2.768 -1.150 -0.817
H -4.486 -2.380 -2.012
H -3.213 -3.496 -1.831
H -4.170 -3.139 -4.066
C -0.285 6.963 3.676
C -1.027 5.745 3.097
O -2.014 6.230 2.164
H 0.260 7.618 2.997
H 0.383 6.545 4.429
H -0.982 7.638 4.172
H -1.616 5.227 3.853
H -0.446 4.933 2.660
H -2.572 6.876 2.603
C 2.372 4.828 0.841
C 3.229 4.441 2.077
O 3.046 3.069 2.473
H 1.410 4.321 0.899
H 2.733 4.613 -0.165
H 2.112 5.878 0.978
H 3.024 5.035 2.968
H 4.272 4.583 1.794
H 3.401 2.897 3.349
C 0.189 -0.063 0.827
C 1.276 0.950 1.109
O 0.682 2.037 1.787
H 0.496 -0.890 0.187
H -0.703 0.415 0.421
H -0.127 -0.460 1.791
H 1.712 1.317 0.180
H 2.021 0.421 1.704
H 1.375 2.675 1.970
O 0.933 -0.536 5.240
H 1.209 -0.063 4.455
H 1.346 -0.063 5.963
C -0.239 -6.885 -3.239
C -0.920 -5.624 -2.733
C 0.107 -4.659 -2.181
O 0.872 -4.149 -3.330
C 1.739 -3.130 -2.833
N -1.775 -5.167 -3.848
H 0.358 -6.729 -4.138
H -1.141 -7.432 -3.516
H 0.328 -7.344 -2.429
H -1.555 -6.054 -1.958
H 0.669 -5.260 -1.466
H -0.396 -3.793 -1.749
H 2.207 -2.447 -3.542
H 2.588 -3.601 -2.339
H 1.249 -2.463 -2.123
H -2.403 -4.418 -3.593
H -1.026 -4.829 -4.435
*
```

Results
Energy above the lowest of the compared OMol25 structures with the same formula, charge and spin = 15.6 kcal/mol
Highest occupied orbital energy (alpha / beta) = 0.63 / -6.81 eV
HOMO-LUMO gap (alpha / beta) = 1.675 / 9.108 eV
DFT total energy = -985.454607 hartree

natural (NBO) atomic charge list, values in e, 5 entries: atom 1 (C): -0.632, atom 2 (C): -0.069, atom 3 (O): -0.732, atom 4 (H): 0.225, atom 5 (H): 0.207

---

What is the DFT total energy in the first record? -1941.838794 hartree

---

Repeat the fourth record exactly.
C12H37NO6 | ωB97M-V/def2-TZVPD

```
! wB97M-V def2-TZVPD RIJCOSX def2/J DEFGRID3
* xyz -1 2
C -2.587 -1.430 -1.855
C -3.457 -2.556 -2.326
O -3.392 -2.652 -3.784
H -2.708 -0.525 -2.451
H -1.591 -1.868 -1.905
H -2.768 -1.150 -0.817
H -4.486 -2.380 -2.012
H -3.213 -3.496 -1.831
H -4.170 -3.139 -4.066
C -0.285 6.963 3.676
C -1.027 5.745 3.097
O -2.014 6.230 2.164
H 0.260 7.618 2.997
H 0.383 6.545 4.429
H -0.982 7.638 4.172
H -1.616 5.227 3.853
H -0.446 4.933 2.660
H -2.572 6.876 2.603
C 2.372 4.828 0.841
C 3.229 4.441 2.077
O 3.046 3.069 2.473
H 1.410 4.321 0.899
H 2.733 4.613 -0.165
H 2.112 5.878 0.978
H 3.024 5.035 2.968
H 4.272 4.583 1.794
H 3.401 2.897 3.349
C 0.189 -0.063 0.827
C 1.276 0.950 1.109
O 0.682 2.037 1.787
H 0.496 -0.890 0.187
H -0.703 0.415 0.421
H -0.127 -0.460 1.791
H 1.712 1.317 0.180
H 2.021 0.421 1.704
H 1.375 2.675 1.970
O 0.933 -0.536 5.240
H 1.209 -0.063 4.455
H 1.346 -0.063 5.963
C -0.239 -6.885 -3.239
C -0.920 -5.624 -2.733
C 0.107 -4.659 -2.181
O 0.872 -4.149 -3.330
C 1.739 -3.130 -2.833
N -1.775 -5.167 -3.848
H 0.358 -6.729 -4.138
H -1.141 -7.432 -3.516
H 0.328 -7.344 -2.429
H -1.555 -6.054 -1.958
H 0.669 -5.260 -1.466
H -0.396 -3.793 -1.749
H 2.207 -2.447 -3.542
H 2.588 -3.601 -2.339
H 1.249 -2.463 -2.123
H -2.403 -4.418 -3.593
H -1.026 -4.829 -4.435
*
```

Results
Energy above the lowest of the compared OMol25 structures with the same formula, charge and spin = 15.6 kcal/mol
Highest occupied orbital energy (alpha / beta) = 0.63 / -6.81 eV
HOMO-LUMO gap (alpha / beta) = 1.675 / 9.108 eV
DFT total energy = -985.454607 hartree

natural (NBO) atomic charge list, values in e, 5 entries: atom 1 (C): -0.632, atom 2 (C): -0.069, atom 3 (O): -0.732, atom 4 (H): 0.225, atom 5 (H): 0.207

---

Which value of DFT total energy does entry 1 give? -1941.838794 hartree

---

The lowest DFT total energy belongs to which entry? BaCoH12O7